Entry 1:
{"formula": "C5H14O2Si", "method": "ωB97M-V with the def2-TZVPD basis set", "e_tot_ev": -17381.64151, "homo_lumo_gap_ev": 8.72, "e_homo_ev": -8.31, "total_charge": 0, "e_above_lowest_kj_mol": 417.03, "symbols": ["C", "C", "C", "C", "C", "O", "O", "Si", "H", "H", "H", "H", "H", "H", "H", "H", "H", "H", "H", "H", "H", "H"], "xyz": [[-0.554523, -0.590554, 2.049626], [1.379236, 0.833157, 1.438096], [0.882976, 0.433649, -2.174950], [-1.709651, -1.123662, -1.513554], [0.472561, -0.258705, 0.963185], [1.248334, -1.504582, 0.533922], [-2.156273, 1.856970, -0.377428], [-0.299095, -0.107409, -0.751461], [-0.697736, -1.742158, 2.122508], [-1.472095, 0.034204, 1.871865], [-0.101899, -0.393843, 3.009795], [2.460145, 0.568318, 1.269720], [1.204934, 1.074550, 2.491074], [1.216760, 1.887664, 0.903792], [0.782509, -0.382812, -2.890279], [0.710403, 1.450875, -2.713889], [1.967607, 0.605869, -1.767399], [-2.485150, -1.146727, -0.782626], [-1.947010, -0.692783, -2.531939], [-1.467358, -2.116530, -1.847020], [2.201738, -1.284640, 0.562131], [-1.636413, 2.599147, 0.134831]], "forces_ev_per_a": [[-0.1873, -1.9142, -0.2885], [1.0708, 2.8706, -1.1704], [1.2347, 2.0607, 1.0575], [1.3433, 0.6036, -0.9575], [-0.5003, -1.3537, -0.6471], [-0.0231, 1.0645, 0.5605], [3.4522, 0.1351, 1.2309], [-1.6226, 2.5550, -1.4540], [-0.4173, 1.9676, -0.6516], [0.6599, -0.8747, 0.3880], [-0.1002, 0.4418, 0.4151], [-0.9362, 0.3556, 0.2545], [0.2790, -0.2766, -0.1361], [0.2799, -2.3118, 0.8143], [0.5161, 0.0899, -0.1496], [-0.3752, -1.8745, 1.0611], [-1.8045, -0.8780, -0.8272], [-0.9891, 0.1006, 0.0253], [-0.1851, 0.3767, 1.5184], [0.4854, -0.8193, 0.5191], [-0.7279, -0.1680, -0.0643], [-1.4524, -2.1507, -1.4984]], "lowdin_charge": [-0.07, -0.08, -0.20, -0.18, -0.64, -0.11, -0.47, 0.90, 0.12, 0.10, 0.06, 0.09, 0.07, 0.13, 0.01, 0.07, 0.05, 0.02, 0.07, 0.02, 0.09, -0.05]}

---

Entry 2:
{"formula": "C4H15NO2", "method": "ωB97M-V with the def2-TZVPD basis set", "e_tot_ev": -9974.88119, "homo_lumo_gap_ev": [2.24, 9.86], "spin_multiplicity": 2, "e_homo_ev": [0.84, -6.84], "total_charge": -1, "e_above_lowest_kj_mol": 53.55, "symbols": ["C", "C", "C", "C", "N", "H", "H", "H", "H", "H", "H", "H", "H", "H", "H", "H", "H", "H", "O", "H", "H", "O"], "xyz": [[-0.449439, 1.439174, -1.165835], [-0.494380, 2.542746, -0.107561], [-1.327294, 2.153870, 1.107401], [0.793443, 3.300041, 0.226435], [-0.290262, 2.040891, -2.532378], [-1.385017, 0.922655, -1.261903], [0.374560, 0.747116, -0.984661], [-1.122637, 3.296700, -0.602948], [-1.442377, 3.084363, 1.680321], [-0.957675, 1.371892, 1.757358], [-2.364675, 1.918484, 0.853187], [1.513498, 3.099417, -0.560259], [0.608796, 4.368723, 0.316968], [1.230633, 2.940646, 1.155999], [0.682475, 1.855001, -2.801529], [-0.130187, 3.046842, -2.493325], [1.929530, -5.368325, 1.276854], [1.424787, -6.285158, 2.308485], [2.273997, -5.942352, 1.984879], [-0.344456, -3.299108, 0.693369], [-1.458472, -4.356408, 0.298295], [-0.796368, -3.738052, -0.048316]], "forces_ev_per_a": [[0.8429, 1.1689, -0.6894], [-1.5243, 0.1226, -0.3166], [-0.5043, 1.0848, 0.3582], [0.0012, -0.9558, -0.0237], [1.9991, 0.1646, -0.2184], [-0.3848, -0.4607, 0.7102], [-0.2093, -0.2266, 0.0345], [-0.1071, 0.0018, 0.0057], [0.1709, -0.2382, 0.3951], [0.3785, -0.1884, -0.0119], [0.1951, -0.3120, -0.3063], [0.3123, 0.3001, -0.1603], [0.0817, 0.0189, -0.0110], [0.0716, -0.0203, 0.1032], [-0.3923, -0.7631, -0.3783], [-0.9224, 0.2487, 0.5189], [0.2967, 0.1234, 0.0682], [0.2014, -0.0463, 0.1955], [-0.5253, -0.0038, -0.2436], [-0.2042, -0.2596, 0.3095], [0.2119, 0.1007, 0.4631], [0.0108, 0.1402, -0.8024]], "lowdin_spin": [0.03, 0.00, 0.04, 0.01, 0.00, 0.01, 0.02, 0.00, 0.00, 0.02, 0.01, 0.00, 0.00, 0.00, 0.00, 0.00, 0.05, 0.06, 0.18, 0.13, 0.10, 0.32]}

---

Entry 3:
{"formula": "CH14O13P", "method": "ωB97M-V with the def2-TZVPD basis set", "e_tot_ev": -37156.21683, "homo_lumo_gap_ev": 2.18, "e_homo_ev": 3.14, "total_charge": -3, "symbols": ["O", "H", "H", "H", "O", "H", "H", "H", "C", "O", "O", "O", "P", "O", "O", "O", "O", "O", "H", "H", "O", "H", "H", "O", "H", "H", "O", "H", "H"], "xyz": [[3.232358, 3.905650, 1.426468], [2.474268, 3.848920, 0.840218], [3.907598, 4.494420, 1.081518], [3.530008, 3.003010, 1.561518], [-2.005792, 0.062310, 0.924068], [-1.727802, 0.917090, 0.586908], [-1.175102, -0.403320, 1.045498], [-2.546082, -0.424300, 0.297258], [3.931878, -1.477110, 0.218828], [2.805728, -1.836560, 0.637958], [4.624008, -0.659740, 0.870778], [4.380868, -1.866220, -0.835532], [0.103868, 3.192680, -3.532212], [1.593458, 3.629050, -3.691952], [-0.278902, 3.336960, -2.022272], [-0.270062, 1.812720, -4.142402], [-0.946482, 4.188750, -4.054102], [2.962938, -4.038750, 5.142358], [3.728798, -3.498540, 5.336988], [2.758768, -3.844890, 4.227488], [-5.253222, -2.256610, -1.654982], [-5.787102, -2.248970, -2.449432], [-5.005842, -3.174220, -1.540912], [0.636918, -6.592980, 0.831928], [1.089698, -7.143170, 0.192788], [1.061838, -5.738560, 0.756888], [-5.594452, 4.442370, -0.732052], [-5.954952, 4.057320, 0.066698], [-6.277202, 4.312690, -1.390292]], "forces_ev_per_a": [[-1.0778, 0.2529, 1.3227], [-1.5246, 0.0948, -1.2807], [1.3940, 0.9299, -0.7169], [0.9918, -1.8438, 0.2979], [-0.1388, 0.1547, 1.7629], [0.1863, 2.1039, -1.0108], [1.5267, -1.1826, 0.4093], [-1.2383, -0.8465, -1.4780], [-1.2119, 0.7033, 1.4510], [-2.2820, -0.9473, 1.1273], [1.7021, 2.3520, 2.2245], [1.7959, -2.1278, -4.3443], [1.6432, -0.9500, -0.4522], [-1.7278, -0.5163, -0.1404], [-0.2896, -0.1364, 0.5253], [0.5702, 1.0121, 0.5608], [-0.3406, 0.7662, -0.2383], [-0.0784, -0.3193, 0.4416], [0.1382, 0.1921, -0.1069], [-0.0592, 0.1942, -0.4346], [-0.1376, 0.1282, 0.2287], [-0.0743, 0.1167, -0.2745], [0.2214, -0.2184, 0.0971], [-0.2624, -0.3528, 0.1726], [0.1241, -0.0206, -0.1527], [0.1592, 0.4734, -0.0288], [-0.0023, 0.2945, 0.0681], [0.0431, -0.2094, 0.2308], [-0.0505, -0.0978, -0.2617]], "lowdin_charge": [0.07, 0.10, 0.06, 0.10, 0.05, 0.08, 0.09, 0.05, -1.19, -0.17, -0.16, -0.07, -0.15, -0.49, -0.39, -0.44, -0.33, -0.07, 0.02, 0.04, -0.14, 0.01, 0.01, -0.07, 0.02, 0.04, -0.09, 0.01, 0.02]}